--- A ---
Computed, not measured: a 4-piece molecular cluster, C8H16Br8 overall, with wB97M-V/def2-TZVPD.

2S+1: 1
Highest occupied orbital energy, eV: -9.98
Gap between HOMO and LUMO, eV: 10.101
SMILES: BrCCBr.BrCCBr.BrCCBr.BrCCBr

Positions of all 32 atoms, in Å:
Br 1.882 -0.157 2.471
Br -5.267 3.610 0.286
Br 0.961 -3.754 -3.404
Br 4.913 0.302 -4.600
Br -1.926 -4.172 -1.088
Br -2.274 2.678 3.699
Br -1.345 -1.913 2.193
Br 2.247 0.278 -0.847
C 3.644 0.788 -2.186
C -0.775 -0.057 1.439
C 0.060 0.655 2.397
C -3.604 3.000 1.103
C -3.809 3.250 2.594
C 0.720 -2.983 -1.557
C 3.862 -0.365 -3.036
C -0.002 -3.884 -0.566
H -0.394 0.523 3.379
H 3.216 1.605 -2.767
H 4.415 -1.153 -2.525
H 1.744 -2.839 -1.213
H 0.120 1.710 2.132
H 0.447 -4.877 -0.549
H -3.897 4.315 2.809
H 2.904 -0.795 -3.329
H -2.779 3.460 0.560
H 0.226 -2.025 -1.720
H -4.651 2.679 2.985
H 4.510 1.141 -1.627
H 0.114 -3.370 0.388
H -1.679 0.507 1.211
H -0.141 -0.119 0.554
H -3.440 1.963 0.813

--- B ---
Computed, not measured: a 4-piece molecular cluster, C8H16Br8 overall, with wB97M-V/def2-TZVPD.

2S+1: 1
Highest occupied orbital energy, eV: -10.03
Gap between HOMO and LUMO, eV: 10.333
SMILES: BrCCBr.BrCCBr.BrCCBr.BrCCBr

Positions of all 32 atoms, in Å:
Br -3.501 21.947 15.946
Br -11.220 26.073 18.683
Br -7.418 25.960 21.577
Br -9.011 22.050 19.681
Br -4.182 25.176 20.035
Br -6.150 22.865 22.769
Br -0.003 20.017 18.379
Br -7.446 24.356 16.729
C -10.181 23.452 18.844
C -7.122 25.569 23.455
C -5.586 24.195 18.939
C -1.103 21.102 17.121
C -7.445 24.071 23.722
C -10.011 24.782 19.527
C -2.574 21.033 17.361
C -5.896 25.121 17.782
H -6.135 26.148 18.060
H -5.174 23.265 18.547
H -9.013 25.211 19.430
H -0.711 22.119 17.118
H -7.775 26.259 23.989
H -6.113 25.938 23.641
H -2.969 21.437 18.293
H -9.900 23.552 17.796
H -2.929 20.003 17.381
H -0.819 20.802 16.112
H -10.279 24.721 20.582
H -7.349 23.864 24.788
H -5.012 25.024 17.152
H -6.522 24.064 19.481
H -11.210 23.092 18.820
H -8.461 23.847 23.398

Relative energies with respect to the most stable structure, expressed in hartree: A 0.0166; B 0.0000.

--- A ---
Computed, not measured: H3ISi as an isolated structure, with wB97M-V/def2-TZVPD.

2S+1: 1
Highest occupied orbital energy, eV: -9.61
Gap between HOMO and LUMO, eV: 9.734

Positions of all 5 atoms, in Å:
I -2.033 -0.191 1.014
Si 0.129 0.177 -0.151
H 0.901 -1.423 0.452
H 0.040 0.111 -1.721
H 0.962 1.326 0.407

--- B ---
Computed, not measured: a 2-piece molecular cluster, H3ISi overall, with wB97M-V/def2-TZVPD.

2S+1: 1
Highest occupied orbital energy (alpha / beta), eV: -7.81 / -10.15
Gap between HOMO and LUMO (alpha / beta), eV: 7.201 / 9.153

Positions of all 5 atoms, in Å:
I -2.143 0.378 0.118
Si 0.220 0.396 0.086
H 0.071 -2.658 -0.457
H 0.717 1.046 1.302
H 1.134 0.838 -1.049

Relative energies with respect to the most stable structure, expressed in hartree: A 0.0000; B 0.1100.

--- A ---
Computed, not measured: a 7-piece molecular cluster, C5H24O7 overall, with wB97M-V/def2-TZVPD.

2S+1: 1
Highest occupied orbital energy, eV: -9.85
Gap between HOMO and LUMO, eV: 10.025
SMILES: CO.CO.CO.CO.CO.O.O

Positions of all 36 atoms, in Å:
O 20.972 -2.476 2.709
O 20.689 -2.688 -1.659
O 24.597 -4.598 -3.282
O 22.902 -0.718 -1.606
O 26.067 -7.582 3.126
O 20.677 -8.868 -1.373
O 22.585 -4.451 -1.238
C 23.050 -4.488 0.130
C 19.606 -3.570 -1.715
C 23.747 -1.141 -2.591
C 25.724 -7.626 1.813
C 21.234 -7.589 -0.858
H 22.030 -1.011 -1.880
H 22.116 -4.250 0.639
H 19.529 -4.253 -2.562
H 20.368 -1.886 3.160
H 23.233 -1.121 -3.552
H 24.696 -7.273 1.725
H 21.887 -7.241 -1.658
H 21.396 -3.337 -1.691
H 25.857 -8.621 1.390
H 20.381 -6.947 -0.636
H 26.389 -6.976 1.244
H 25.361 -4.852 -3.800
H 24.140 -2.154 -2.501
H 21.807 -7.879 0.023
H 23.361 -4.418 -1.802
H 19.393 -4.154 -0.820
H 26.971 -7.259 3.090
H 20.673 -2.475 1.800
H 20.084 -9.260 -0.727
H 23.734 -3.754 0.556
H 18.707 -2.966 -1.841
H 23.375 -5.451 0.524
H 24.697 -0.607 -2.624
H 23.971 -4.264 -3.924

--- B ---
Computed, not measured: a 7-piece molecular cluster, C5H24O7 overall, with wB97M-V/def2-TZVPD.

2S+1: 1
Highest occupied orbital energy, eV: -9.28
Gap between HOMO and LUMO, eV: 7.948

Positions of all 36 atoms, in Å:
O 2.666 -0.226 -0.842
O 1.059 2.085 0.150
O -2.380 -0.327 0.713
O -0.236 -2.912 -0.604
O -3.467 1.401 -2.918
O -0.016 -0.381 -0.360
O 1.316 -1.604 1.636
C -2.212 1.000 -2.534
C 1.509 2.414 1.435
C 0.675 -1.404 2.877
C -2.358 0.698 1.689
C 3.033 -0.526 -2.205
H -2.150 0.183 2.675
H -1.353 1.340 -3.135
H 1.129 -1.969 3.607
H -0.510 -3.447 -1.391
H -1.827 1.550 -1.757
H -4.044 0.996 -2.225
H 1.855 3.397 1.396
H -3.161 1.239 1.701
H -2.154 0.024 -2.282
H -0.186 -1.963 -0.580
H -1.575 1.555 1.439
H -0.872 -3.307 0.146
H 0.748 1.275 0.043
H -1.405 -0.380 0.670
H 1.682 -0.440 -0.966
H 0.962 -0.977 0.799
H 2.333 1.726 1.753
H 3.640 0.265 -2.794
H 0.004 0.431 -0.947
H 0.644 2.428 2.338
H -0.289 -1.683 2.552
H 3.841 -1.377 -2.504
H 0.867 -0.282 3.127
H 2.227 -0.787 -2.690

Relative energies with respect to the most stable structure, expressed in hartree: A 0.0000; B 0.2019.